Computed, not measured: 9 unconnected molecules or ions with the total composition C32H57Cl4N7 in a non-equilibrium geometry, with ωB97M-V with the def2-TZVPD basis set.

XYZ file:
```
100
Properties=species:S:1:pos:R:3
C -1.020 4.999 5.098
C -2.528 5.219 4.914
C -3.196 4.146 3.968
C -2.378 3.679 2.774
N -1.817 3.331 1.832
H -0.738 5.988 5.458
H -0.485 4.839 4.163
H -0.747 4.300 5.889
H -2.701 6.129 4.340
H -2.878 5.325 5.941
H -4.215 4.403 3.679
H -3.287 3.250 4.581
C 4.732 -2.633 -4.939
C 3.253 -2.414 -5.286
C 2.328 -2.790 -4.107
C 0.873 -2.584 -4.323
N -0.274 -2.352 -4.438
H 5.202 -2.378 -5.889
H 4.980 -3.650 -4.635
H 5.135 -1.912 -4.229
H 2.903 -2.905 -6.194
H 3.111 -1.333 -5.290
H 2.653 -2.284 -3.198
H 2.204 -3.799 -3.714
C -2.319 1.052 -4.301
C -1.333 2.186 -4.512
C -1.475 2.898 -5.879
C -1.790 1.901 -6.912
N -2.063 1.141 -7.754
H -2.471 0.741 -3.267
H -1.924 0.254 -4.929
H -3.335 1.218 -4.661
H -0.280 1.909 -4.568
H -1.449 3.017 -3.816
H -0.657 3.472 -6.315
H -2.343 3.554 -5.818
C -1.273 -3.357 -0.668
C -1.367 -4.652 0.109
C -2.516 -5.436 -0.473
C -3.832 -4.976 -0.191
N -4.872 -4.541 0.039
H -1.287 -3.522 -1.746
H -0.291 -2.943 -0.440
H -1.999 -2.572 -0.459
H -1.545 -4.353 1.142
H -0.414 -5.179 0.061
H -2.347 -6.452 -0.117
H -2.394 -5.430 -1.556
C 0.650 0.531 -1.679
C -0.184 0.764 -0.431
C 0.567 0.754 0.908
C 1.285 -0.379 1.297
N 1.850 -1.386 1.621
H 1.471 1.249 -1.686
H -0.003 0.870 -2.482
H 0.881 -0.467 -2.050
H -0.953 -0.007 -0.444
H -0.663 1.741 -0.362
H -0.147 0.963 1.704
H 1.317 1.544 0.954
C 2.437 -5.153 4.405
C 1.557 -4.295 3.657
C 0.738 -3.240 4.443
C 1.592 -2.432 5.337
N 2.268 -1.787 6.015
H 3.208 -5.641 3.809
H 1.852 -5.868 4.984
H 2.993 -4.610 5.168
H 0.874 -4.932 3.096
H 2.256 -3.893 2.923
H 0.039 -3.764 5.094
H 0.109 -2.690 3.743
C -4.379 -0.400 -0.748
C -5.205 0.772 -0.176
C -4.313 2.048 0.069
C -4.112 2.889 -1.079
N -3.916 3.538 -1.954
H -5.025 -1.035 -1.354
H -3.969 -1.119 -0.038
H -3.539 -0.133 -1.390
H -5.760 0.413 0.690
H -5.937 1.204 -0.858
H -3.376 1.769 0.550
H -4.748 2.738 0.792
Cl 1.955 4.063 -1.707
C 1.729 5.217 -0.313
C 2.824 6.344 -0.148
Cl 4.460 5.682 -0.131
H 1.469 4.646 0.578
H 0.800 5.761 -0.480
H 2.680 6.919 0.766
H 2.786 6.935 -1.064
Cl 7.403 -0.896 4.228
C 5.846 -0.669 3.395
C 4.958 -1.828 3.741
Cl 5.737 -3.355 3.308
H 6.045 -0.647 2.324
H 5.337 0.287 3.525
H 3.981 -1.691 3.277
H 4.745 -1.831 4.810
```

⟨S²⟩: 0.7504
Net charge: -1
Electronic energy: -94624.7088 eV
LUMO (spin up / spin down): 1.9639 / 1.9068 eV
Multiplicity: 2
Max |F|: 7.67 eV/Å
Frontier orbital gap (spin up / spin down): 0.0601 / 0.3880 hartree